No. 1
Below is a structure of composition C9H4Cl2N2O3RhTm, with properties calculated with ωB97M-V with the def2-TZVPD basis set.

As for the net charge: +4. Its energy above the lowest of the compared OMol25 structures with the same formula, charge and spin is 289.4 kJ/mol. Its spin multiplicity is 7. As for the frontier orbital gap (spin up / spin down): 4.73 / 4.99 eV. The calculation puts the HOMO energy (spin up / spin down) at -21.281 / -23.589 eV. The expectation value of S² is 12.044.

Geometry (Å):
Tm1 4.24 -1.16 -3.15
Rh1 0.72 -0.37 -0.23
Cl1 5.38 -1.13 -1.08
Cl2 1.76 -0.79 -2.40
C1 -0.40 1.01 -0.71
C2 6.49 -1.52 -4.35
C3 5.44 -1.38 -5.57
O1 -1.08 1.93 -0.97
O2 7.66 -1.67 -4.53
O3 5.70 -1.45 -6.72
N1 -0.16 -2.18 7.00
C4 -0.06 -1.94 5.86
C5 0.03 -1.61 4.45
C6 -0.35 -2.51 3.46
C7 -0.24 -2.16 2.13
N2 0.21 -0.97 1.75
C8 0.51 -0.06 2.68
C9 0.43 -0.35 4.04
H1 -0.72 -3.48 3.75
H2 -0.51 -2.87 1.33
H3 0.85 0.92 2.31
H4 0.69 0.41 4.76

Quick look at the natural (NBO) charges, all values in e: 2.03 1.04 -0.48 -0.55 0.62 0.24 0.27 -0.21 -0.11 -0.13 0.21 0.43 -0.07 -0.07 0.05 -0.42 0.04 -0.05 0.31 0.28 0.26 0.31

---

No. 2
Below is an isolated molecule of C9H4Cl4O2, with properties calculated with ωB97M-V with the def2-TZVPD basis set.

The SMILES is O=C1CCC2=C1C(Cl)=C(Cl)C(Cl)=C(Cl)O2. Its energy above the lowest of the compared OMol25 structures with the same formula, charge and spin is 68.5 kJ/mol. Its spin multiplicity is 1. As for the frontier orbital gap: 8.01 eV. The calculation puts the HOMO energy at -8.583 eV.

Geometry (Å):
O1 -1.37 -1.91 -1.88
C1 -0.68 -1.62 -0.96
C2 -0.37 -2.59 0.14
C3 0.65 -1.74 1.07
C4 0.56 -0.32 0.56
C5 -0.08 -0.27 -0.62
C6 -0.31 0.89 -1.54
Cl1 -0.79 0.51 -3.15
C7 -0.12 2.16 -1.15
Cl2 -0.35 3.43 -2.24
C8 0.06 2.63 0.24
Cl3 -0.71 4.09 0.72
C9 0.69 1.95 1.22
Cl4 0.57 2.52 2.84
O2 1.20 0.70 1.26
H1 -1.25 -2.91 0.68
H2 0.08 -3.49 -0.13
H3 1.66 -2.02 0.85
H4 0.56 -2.01 2.07

Quick look at the natural (NBO) charges, all values in e: -0.51 0.58 -0.48 -0.45 0.45 -0.28 -0.02 0.08 -0.12 0.07 -0.16 0.07 0.27 0.04 -0.48 0.24 0.24 0.23 0.24

---

No. 3
Below is a structure of composition C9H4ClINOReSe4, with properties calculated with ωB97M-V with the def2-TZVPD basis set.

As for the net charge: +1. Its spin multiplicity is 2. As for the frontier orbital gap (spin up / spin down): 5.19 / 5.47 eV. The calculation puts the HOMO energy (spin up / spin down) at -10.985 / -11.195 eV. The expectation value of S² is 0.958.

Geometry (Å):
Re1 -0.39 1.96 1.60
Cl1 1.07 -3.34 -2.61
C1 1.18 -1.94 -1.65
C2 2.39 -1.31 -1.47
C3 2.52 -0.16 -0.70
I1 4.36 0.79 -0.42
C4 1.40 0.40 -0.06
O1 1.41 1.46 0.67
C5 0.15 -0.27 -0.23
N1 -0.88 0.32 0.44
C6 -2.09 -0.22 0.32
C7 -2.33 -1.36 -0.44
C8 -1.29 -1.97 -1.11
C9 0.00 -1.43 -1.02
H1 3.27 -1.72 -1.95
H2 -2.90 0.26 0.86
H3 -3.33 -1.75 -0.51
H4 -1.45 -2.86 -1.70
Se1 -0.20 1.24 3.93
Se2 -1.69 2.98 3.49
Se3 -0.51 4.90 2.34
Se4 -0.68 4.03 0.22

Quick look at the natural (NBO) charges, all values in e: 0.73 0.07 -0.05 -0.23 -0.19 0.25 0.32 -0.64 0.07 -0.46 0.10 -0.26 -0.08 -0.03 0.26 0.23 0.25 0.25 0.03 0.24 0.10 0.03